Density functional theory data (wB97M-V/def2-TZVPD) for a structure of composition C48H46GeN3O5SiTc.

CARTESIAN COORDINATES (ANGSTROEM)
Tc  -1.393  1.077  0.624
O  0.477  2.883  3.817
C  -0.229  2.348  2.976
O  0.085  2.050  1.770
C  -1.647  1.949  3.386
C  -2.144  2.209  4.653
C  -3.418  1.774  4.969
C  -4.159  1.086  4.015
C  -3.603  0.867  2.770
N  -2.374  1.299  2.470
H  -1.504  2.734  5.347
H  -3.834  1.962  5.951
H  -5.156  0.725  4.226
H  -4.116  0.340  1.974
C  -3.393  1.457  -2.531
Si  -3.830  -0.054  -1.524
C  -5.601  0.208  -0.917
C  -3.809  -1.521  -2.728
N  -2.782  -0.356  -0.170
C  -2.691  -1.609  0.356
C  -3.596  -2.671  0.111
C  -3.392  -3.951  0.598
C  -2.283  -4.256  1.375
C  -1.395  -3.233  1.685
C  -1.627  -1.958  1.217
O  -0.744  -0.904  1.522
C  -0.090  -0.918  2.756
C  -0.782  -1.169  3.930
C  -0.098  -1.094  5.134
C  1.251  -0.765  5.156
C  1.920  -0.511  3.968
C  1.252  -0.591  2.754
H  -3.852  1.345  -3.519
H  -2.320  1.596  -2.667
H  -3.785  2.372  -2.083
H  -6.291  0.318  -1.759
H  -5.651  1.130  -0.330
H  -5.961  -0.612  -0.291
H  -3.631  -1.155  -3.742
H  -4.752  -2.074  -2.737
H  -3.016  -2.232  -2.484
H  -4.473  -2.478  -0.492
H  -4.115  -4.722  0.361
H  -2.111  -5.259  1.739
H  -0.525  -3.422  2.300
H  -1.835  -1.417  3.896
H  -0.629  -1.280  6.059
H  1.776  -0.692  6.100
H  2.964  -0.230  3.976
H  1.743  -0.361  1.816
O  0.140  1.798  -2.629
C  0.104  0.686  -2.109
O  -0.130  0.427  -0.874
C  0.350  -0.567  -2.942
C  1.222  -1.597  -2.234
Ge  3.119  -1.200  -1.913
C  3.956  -0.320  -3.452
C  3.326  0.803  -3.999
C  3.912  1.512  -5.039
C  5.141  1.117  -5.550
C  5.788  0.018  -5.004
C  5.201  -0.688  -3.962
C  3.576  -0.088  -0.365
C  4.599  -0.482  0.500
C  4.991  0.325  1.560
C  4.363  1.545  1.772
C  3.355  1.957  0.913
C  2.969  1.151  -0.149
C  3.829  -2.998  -1.552
C  3.568  -3.533  -0.287
C  3.920  -4.835  0.036
C  4.543  -5.639  -0.910
C  4.795  -5.134  -2.176
C  4.435  -3.830  -2.493
H  0.752  -0.282  -3.914
H  -0.639  -1.005  -3.122
H  1.247  -2.525  -2.816
H  0.784  -1.846  -1.264
H  2.375  1.151  -3.609
H  3.406  2.379  -5.444
H  5.597  1.670  -6.362
H  6.756  -0.287  -5.384
H  5.739  -1.523  -3.531
H  5.100  -1.431  0.350
H  5.785  -0.003  2.221
H  4.650  2.169  2.610
H  2.839  2.892  1.085
H  2.167  1.498  -0.791
H  3.081  -2.920  0.466
H  3.705  -5.223  1.024
H  4.821  -6.656  -0.663
H  5.267  -5.759  -2.925
H  4.617  -3.470  -3.498
N  -2.081  2.534  -0.010
C  -2.607  3.777  0.048
C  -1.908  4.870  -0.500
C  -2.469  6.131  -0.477
C  -3.729  6.350  0.075
C  -4.426  5.273  0.608
C  -3.882  3.999  0.601
H  -0.936  4.686  -0.940
H  -1.915  6.961  -0.899
H  -4.161  7.342  0.084
H  -5.410  5.424  1.038
H  -4.427  3.159  1.014

Computed properties:
**Total energy**: -4844.60294 hartree
**E_LUMO (spin up / spin down)**: 2.35 / 2.22 eV
**Highest occupied orbital energy (spin up / spin down)**: -0.1341 / -0.1533 hartree
**Orbital gap (spin up / spin down)**: 0.2204 / 0.2348 hartree
**Max |F|**: 0.6 eV/Å
**ΔE to the lowest compared entry with this formula, charge and spin**: 11.0 kJ/mol
**Net charge**: -1
**Spin multiplicity**: 2